# 1
ORCA calculation (wB97M-V/def2-TZVPD) on C17H31BaF3O2P2 as an isolated structure.

- largest force on an atom (eV Å⁻¹) = 2.117
- relative energy (zero: lowest compared OMol25 entry of this formula, charge and spin) (kJ/mol) = 0.00
- E_HOMO (eV) = -5.95
- multiplicity = 1

Each line ends with the Mulliken charge.
Geometry (Å):
P 0.1930 -1.4876 -2.0180  0.39
P 0.0154 1.8189 -2.0165  0.32
C -0.1231 -0.5755 -3.5881  0.54
C 0.3975 0.8677 -3.5702  0.37
H -1.1992 -0.6128 -3.8229  0.50
H 0.3637 -1.1490 -4.3824  -1.00
H 1.4931 0.8792 -3.7147  0.55
H -0.0626 1.4145 -4.4021  -1.34
C -1.6675 2.4403 -2.3884  -1.05
H -1.9834 3.1024 -1.5586  0.44
H -2.4042 1.6220 -2.4757  0.36
H -1.6679 3.0229 -3.3228  0.30
C 1.0622 3.2731 -2.1299  -1.30
H 0.8730 3.8576 -3.0375  0.36
H 2.1137 2.9616 -2.0864  0.35
H 0.8487 3.8886 -1.2406  0.38
C -0.8826 -2.9465 -2.1675  -1.20
H -0.7386 -3.5682 -1.2706  0.37
H -0.6314 -3.5110 -3.0756  0.36
H -1.9332 -2.6274 -2.1986  0.35
C 1.8649 -2.1428 -2.2735  -1.31
H 2.5897 -1.3253 -2.2378  0.33
H 1.9426 -2.6718 -3.2273  0.36
H 2.0935 -2.8230 -1.4450  0.39
Ba -0.9003 0.1793 0.4449  1.50
C 0.5026 1.6896 -6.6712  -0.10
C -0.8249 1.7472 -6.4962  -0.33
C -1.8207 1.0155 -7.3460  -0.83
C -1.4012 -0.4000 -7.8235  -0.90
C -0.7305 -1.2492 -6.7892  -0.23
C 0.6008 -1.3353 -6.6116  -0.58
C 1.6184 -0.5308 -7.3598  -0.78
C 1.2063 0.9186 -7.7449  -1.01
C 0.0665 -2.2429 1.7940  -1.47
H 1.1711 2.3097 -6.0658  0.44
H -1.2658 2.4658 -5.8018  0.47
H -2.0285 1.6262 -8.2379  0.30
H -2.7736 0.9286 -6.8013  0.37
H -2.3237 -0.9159 -8.1086  0.44
H -0.7911 -0.3302 -8.7283  0.36
H -1.4043 -1.9040 -6.2356  0.43
H 1.0211 -2.1310 -5.9960  0.72
H 1.8722 -1.0681 -8.2863  0.30
H 2.5497 -0.4790 -6.7712  0.36
H 2.1369 1.4534 -7.9590  0.44
H 0.6299 0.9136 -8.6732  0.37
H 0.8482 -1.9528 2.5121  0.30
H 0.4089 -3.0969 1.1929  0.27
H -0.8466 -2.5214 2.3514  0.37
F -2.3652 2.9967 4.5739  -0.24
C -1.0762 2.6114 4.3667  0.65
F -0.3055 3.7304 4.3633  -0.24
F -0.7023 1.8627 5.4486  -0.24
C -0.9247 1.7617 3.0240  0.74
O -1.8869 0.9564 2.7732  -0.86
O 0.0838 1.9069 2.2878  -0.83

# 2
ORCA calculation (wB97M-V/def2-TZVPD) on C17H31Br12ClNO2 as an isolated structure.

- charge = -1
- largest force on an atom (eV Å⁻¹) = 5.604
- E_HOMO (eV) = -3.24
- multiplicity = 1

Each line ends with the Mulliken charge.
Geometry (Å):
C -2.8288 -1.2044 0.2357  -1.18
C -2.5662 0.0062 0.7300  0.21
C -1.7635 0.2588 2.0075  -1.02
C -0.2591 -0.0033 1.8473  1.34
N 0.0919 -1.3817 1.6188  -0.39
Cl 0.4927 1.0923 0.5527  -0.19
C 0.3936 0.4039 3.2354  0.40
O 0.9666 1.5222 3.3371  -0.88
O 0.3063 -0.4412 4.2085  -0.78
H -2.8133 -1.3480 -0.8525  0.21
H -3.0081 -2.0961 0.8465  0.41
H -3.0146 0.8639 0.1546  0.18
H -2.1552 -0.2634 2.8980  0.38
H -1.8591 1.3264 2.2502  0.19
H -0.6171 -1.8812 1.0906  0.33
H 0.9608 -1.3708 1.0892  -0.17
Br -3.0631 2.8458 0.8528  0.09
C -3.5249 4.7389 0.8215  -0.76
C -3.5765 5.3160 2.2123  -0.61
Br -5.2101 4.7953 3.1367  -0.16
H -4.4666 4.8270 0.2872  0.42
H -2.7360 5.2145 0.2404  0.35
H -3.6054 6.4036 2.1756  0.38
H -2.7452 4.9995 2.8359  0.38
Br 2.9150 -1.2949 -0.2222  -0.09
C 4.4761 -2.1628 0.5515  -0.54
C 4.1728 -3.5838 0.9427  -0.11
Br 3.1395 -3.6611 2.5895  -0.13
H 4.7982 -1.5473 1.3867  0.40
H 5.2346 -2.1346 -0.2297  0.26
H 5.0920 -4.1276 1.1558  0.36
H 3.6054 -4.1164 0.1872  -0.15
Br -0.3224 0.2134 -3.2890  -0.12
C -0.2336 2.1533 -3.4452  -0.60
C -1.2489 2.8233 -2.5581  -0.07
Br -3.0462 2.7126 -3.3118  -0.15
H -0.3592 2.3918 -4.4985  0.42
H 0.7758 2.4169 -3.1351  0.41
H -1.0412 3.8886 -2.4760  0.37
H -1.2976 2.3886 -1.5621  -0.22
Br -0.6684 1.3525 -7.6323  -0.14
C -2.0164 0.6394 -6.4180  -0.20
C -3.0615 -0.1483 -7.1598  -0.59
Br -4.3192 1.0211 -8.0815  -0.17
H -2.4250 1.4824 -5.8698  0.17
H -1.4676 -0.0026 -5.7317  0.08
H -3.6680 -0.7251 -6.4641  0.37
H -2.6424 -0.8133 -7.9090  0.41
Br 1.1492 1.2965 5.4829  0.07
C 0.7280 0.9327 7.3778  -0.81
C 1.6198 1.6967 8.3289  -0.47
Br 3.3957 0.8928 8.4512  -0.21
H 0.7942 -0.1465 7.5139  0.31
H -0.3086 1.2498 7.4992  0.34
H 1.2294 1.6652 9.3498  0.35
H 1.7635 2.7315 8.0334  0.31
Br 5.6413 -4.6467 -2.5610  -0.13
C 4.4133 -5.8043 -3.5334  -0.55
C 2.9956 -5.3072 -3.4364  -0.61
Br 2.2195 -5.7127 -1.7000  -0.14
H 4.5412 -6.8062 -3.1349  0.37
H 4.7573 -5.7803 -4.5659  0.33
H 2.3610 -5.8178 -4.1587  0.34
H 2.9090 -4.2337 -3.5782  0.38

# 3
ORCA calculation (wB97M-V/def2-TZVPD) on a 6-piece molecular cluster, C17H31BrF7N6O13S overall.

- largest force on an atom (eV Å⁻¹) = 1.672
- E_HOMO (spin up / spin down) (eV) = -8.74 / -9.86
- multiplicity = 2

Each line ends with the Mulliken spin population.
Geometry (Å):
C 3.5545 -4.0191 -0.6522  0.01
C 3.5245 -2.8238 -1.6498  0.02
C 4.5286 -3.1614 -2.7711  0.01
C 2.1579 -2.6234 -2.3446  0.05
C 1.1021 -1.8768 -1.5290  -0.05
Br 0.2392 -3.0318 -0.2101  0.00
S -0.1775 -1.2343 -2.7027  0.00
O 0.2287 -1.5486 -4.0413  0.00
O -0.4372 0.1619 -2.4578  0.00
C -1.8463 -2.0723 -2.5176  0.00
F -2.4639 -1.7234 -3.6534  0.00
F -1.7249 -3.4072 -2.5143  0.00
C -2.7304 -1.5695 -1.3148  0.00
F -2.0020 -0.9629 -0.3719  0.00
F -3.6146 -0.6694 -1.7959  0.00
C -3.5948 -2.6878 -0.6611  0.00
F -4.3721 -2.1105 0.2646  0.00
F -4.3750 -3.2439 -1.5815  0.00
F -2.8623 -3.6181 -0.0697  0.00
C 1.6822 -0.6432 -0.8290  0.06
C 3.0220 -0.8641 -0.1048  -0.01
C 3.5916 0.5397 0.2009  0.01
C 2.8956 -1.5621 1.2593  0.01
N 3.9839 -1.5530 -1.0159  0.33
O 4.5540 -0.7484 -1.8385  0.56
H 3.9922 -3.7104 0.2907  0.00
H 4.2071 -4.7940 -1.0461  0.00
H 2.5749 -4.4678 -0.5161  0.00
H 4.3696 -4.1843 -3.1118  0.00
H 5.5468 -3.0625 -2.3995  0.00
H 4.4129 -2.5068 -3.6329  0.00
H 2.3248 -2.1154 -3.2915  0.01
H 1.7687 -3.6155 -2.5835  0.00
H 0.9557 -0.2402 -0.1245  0.00
H 1.8531 0.1260 -1.5842  0.00
H 3.4323 1.2327 -0.6205  0.00
H 3.0597 0.9225 1.0747  0.00
H 4.6494 0.4726 0.4401  0.00
H 3.8058 -1.4194 1.8375  0.00
H 2.0835 -1.0685 1.7989  0.00
H 2.6325 -2.6114 1.1968  0.00
C -3.2275 1.9698 -3.7374  0.00
N -3.3429 2.9748 -4.8293  0.00
O -2.3909 3.6947 -5.0417  0.00
O -4.3948 3.0047 -5.4331  0.00
H -2.2463 2.0510 -3.2840  0.00
H -4.0135 2.1883 -3.0202  0.00
H -3.3746 0.9881 -4.1769  0.00
C -3.3885 1.3137 1.5529  0.00
N -3.1345 1.1336 3.0080  0.00
O -3.4741 2.0278 3.7503  0.00
O -2.5920 0.1018 3.3455  0.00
H -3.8644 2.2765 1.4053  0.00
H -2.4272 1.2649 1.0508  0.00
H -4.0282 0.4968 1.2316  0.00
C 8.4726 -3.0597 0.1166  0.00
N 7.0337 -3.3002 0.4103  0.00
O 6.3700 -2.3655 0.8058  0.00
O 6.6149 -4.4250 0.2318  0.00
H 8.6927 -2.0190 0.3212  0.00
H 9.0466 -3.7243 0.7550  0.00
H 8.6334 -3.3037 -0.9292  0.00
C -5.8038 3.7551 5.2842  0.00
N -6.9566 4.6826 5.4517  0.00
O -6.9388 5.7294 4.8371  0.00
O -7.8417 4.3309 6.2033  0.00
H -5.1019 4.1918 4.5829  0.00
H -5.3591 3.6194 6.2657  0.00
H -6.1929 2.8130 4.9111  0.00
C -3.0075 7.1811 3.1853  0.00
N -3.0710 5.6952 3.1254  0.00
O -2.0571 5.0696 3.3437  0.00
O -4.1547 5.2116 2.8622  0.00
H -1.9926 7.4695 3.4311  0.00
H -3.3062 7.5555 2.2111  0.00
H -3.7131 7.5018 3.9461  0.00

# 4
ORCA calculation (wB97M-V/def2-TZVPD) on a 2-piece molecular cluster, C17H31ClF6N4O7P2S overall.

- largest force on an atom (eV Å⁻¹) = 1.263
- E_HOMO (eV) = -9.89
- multiplicity = 1

Each line ends with the Mulliken charge.
Geometry (Å):
C 0.9858 -4.8917 0.5019  -0.95
C 1.6975 -4.3375 -0.7417  -0.48
C 0.7560 -3.8206 -1.8409  -0.78
C 0.9010 -2.3340 -2.1663  -0.58
N -0.2285 -1.4869 -1.6654  -0.69
N 0.2437 -0.3373 -1.0185  1.34
C 0.7840 0.7640 -1.6540  0.11
O 0.8508 0.7993 -2.9893  -0.62
C -0.0914 1.7214 -3.6054  -0.84
C -1.4682 1.1176 -3.7423  -0.70
N -2.2708 1.3869 -2.5615  -0.21
C -3.3929 0.4697 -2.3824  -0.66
C -4.3592 0.9566 -1.3163  0.47
C -4.4543 0.0271 -0.0972  -1.10
O -5.6258 1.0713 -1.9662  -0.55
C 1.1577 1.6487 -0.6778  0.21
C 1.8054 2.9712 -0.8360  -1.16
C 3.2826 2.9666 -0.4859  0.45
O 3.8124 3.8177 0.1142  -0.41
Cl 4.1528 1.5497 -1.0575  -0.14
N 0.8173 1.0665 0.5248  0.90
C 1.0922 1.7029 1.8307  -1.05
C 0.0570 2.7728 2.1895  -0.30
C -0.7389 2.3483 3.4031  0.14
O -0.2718 1.8082 4.3434  -0.46
O -2.0636 2.6986 3.3272  -0.52
C 0.2531 -0.1329 0.3128  -0.22
P -0.3589 -1.2370 1.6372  0.63
O -1.4880 -0.2863 2.2902  -0.37
O -1.1912 -2.3736 0.9081  -0.47
S 1.0087 -1.7657 2.7942  -0.14
H 0.8635 -5.9694 0.4463  0.37
H 1.5349 -4.6702 1.4078  0.22
H -0.0134 -4.4795 0.5710  0.10
H 2.3734 -3.5497 -0.4184  0.29
H 2.3333 -5.1193 -1.1428  0.44
H -0.2781 -4.0604 -1.6154  0.46
H 1.0289 -4.3446 -2.7525  0.34
H 1.8141 -1.9704 -1.7062  0.46
H 1.0216 -2.1646 -3.2313  0.31
H -0.7384 -1.1458 -2.4695  0.02
H -0.1837 2.6135 -2.9934  0.28
H 0.3108 1.9456 -4.5828  0.47
H -1.4030 0.0542 -3.9991  0.43
H -1.9424 1.5947 -4.5992  0.58
H -1.6987 1.4058 -1.7265  0.02
H -3.9207 0.4018 -3.3278  0.46
H -3.0329 -0.5414 -2.1586  0.21
H -4.0657 1.9506 -0.9806  0.28
H -5.4421 -0.4167 -0.0271  0.50
H -3.7661 -0.8102 -0.1762  0.08
H -4.2887 0.5557 0.8366  0.16
H -6.3165 1.1355 -1.3014  0.32
H 1.6461 3.3535 -1.8359  0.55
H 1.3507 3.6812 -0.1506  0.32
H 1.1757 0.9347 2.5820  0.58
H 2.0827 2.1302 1.7720  0.36
H -0.6303 2.9063 1.3585  0.30
H 0.5366 3.7156 2.4248  0.45
H -2.5818 1.9275 3.5885  0.37
H -2.0059 0.1531 1.5994  0.19
H -1.8068 -2.0171 0.2516  0.29
F 5.9007 0.5726 4.5664  -0.33
P 4.3556 0.0215 4.4432  0.96
F 3.1991 -1.1421 4.7037  -0.36
F 3.9221 1.6070 4.5969  -0.35
F 5.1156 -1.1712 3.5915  -0.35
F 3.5223 0.2473 2.9971  -0.27
F 4.3726 0.0029 6.0852  -0.34